1.
One molecule with the formula C17H19ClN2O5. Source: the Open Molecules 2025 dataset; level of theory: ωB97M-V/def2-TZVPD.

Summary:
- E_HOMO: -8.4 eV
- Structure (SMILES): COc1cc(Cl)ccc1OCc1cc(C(=O)N(C)[C@H]2CCOC2)no1
- Electronic energy: -43675.0568 eV
- F_max: 1.10 eV Å⁻¹
- 2S+1: 1
- Energy above the lowest of the compared OMol25 structures with the same formula, charge and spin: 0.0 kJ/mol
- Frontier orbital gap: 9.06 eV

Structure (XYZ):
```
44
Properties=species:S:1:pos:R:3:forces:R:3
C 5.81668 -2.84425 0.23781 0.138 -0.176 0.033
O 4.83041 -1.86723 0.00000 -0.193 0.400 -0.127
C 5.20994 -0.55656 -0.08881 -0.118 0.075 -0.014
C 6.53068 -0.14048 0.02638 -0.006 -0.036 0.012
C 6.86476 1.19756 -0.10811 -0.283 -0.034 -0.042
Cl 8.52306 1.66190 0.03815 0.238 0.072 0.018
C 5.89772 2.15071 -0.36044 0.126 -0.101 0.038
C 4.58092 1.74300 -0.45680 -0.057 -0.325 0.029
C 4.21142 0.40992 -0.32078 0.206 0.092 0.076
O 2.87684 0.16590 -0.47552 0.103 0.029 -0.182
C 2.28853 -0.98645 0.10856 -0.262 -0.199 0.242
C 0.81805 -0.74390 0.16853 -0.443 -0.143 -0.869
C -0.16893 -0.81903 -0.76985 0.384 0.056 0.617
C -1.34045 -0.43139 -0.06466 1.078 -0.175 0.126
C -2.69040 -0.42261 -0.68286 -0.532 0.098 0.055
O -2.85567 -1.00161 -1.74686 0.352 -0.126 -0.116
N -3.68571 0.23013 -0.04533 0.001 -0.058 -0.179
C -3.52496 0.94228 1.20293 0.127 0.165 0.412
C -5.00296 0.21141 -0.65068 -0.207 0.053 -0.365
C -6.06900 -0.42477 0.26551 -0.125 0.199 0.012
C -7.07906 0.71282 0.49690 -0.212 -0.294 0.048
O -6.39242 1.91274 0.21306 -0.037 0.256 0.162
C -5.56009 1.63053 -0.88855 0.147 -0.193 -0.220
N -1.04233 -0.16093 1.18429 -0.945 0.139 0.114
O 0.28121 -0.34893 1.33621 0.626 -0.114 -0.029
H 5.28169 -3.79219 0.26837 0.096 0.036 0.009
H 6.32093 -2.68259 1.19530 -0.006 0.006 -0.043
H 6.55640 -2.87265 -0.56767 -0.015 0.012 0.038
H 7.31707 -0.85306 0.21028 0.051 -0.081 0.017
H 6.16236 3.18921 -0.47096 0.050 0.096 -0.004
H 3.79732 2.45835 -0.64711 -0.115 0.078 -0.010
H 2.66550 -1.14154 1.12499 -0.016 -0.050 -0.145
H 2.49226 -1.87461 -0.49982 -0.057 0.183 0.195
H -0.10653 -1.09992 -1.79845 0.055 -0.096 -0.231
H -3.33394 0.25329 2.02670 -0.058 0.131 0.033
H -4.43205 1.50789 1.40140 0.020 -0.008 -0.026
H -2.68258 1.63090 1.14655 -0.099 0.016 0.080
H -4.89098 -0.33196 -1.59132 -0.083 0.145 0.212
H -6.53938 -1.28566 -0.20307 0.022 -0.061 0.021
H -5.61762 -0.74542 1.20243 0.014 -0.042 0.007
H -7.44189 0.77397 1.52304 -0.035 -0.033 -0.069
H -7.93713 0.60542 -0.18214 0.027 0.022 0.075
H -4.78481 2.39450 -0.93852 0.001 -0.036 -0.049
H -6.14486 1.64532 -1.81907 0.042 0.020 0.038
```
Forces are in eV/Å.


2.
C5H7ClO as an isolated structure. Source: the Open Molecules 2025 dataset; level of theory: ωB97M-V/def2-TZVPD.

Summary:
- E_HOMO: -9.5 eV
- Electronic energy: -19863.9729 eV
- F_max: 6.11 eV Å⁻¹
- 2S+1: 1
- Energy above the lowest of the compared OMol25 structures with the same formula, charge and spin: 384.0 kJ/mol
- Frontier orbital gap: 10.20 eV

Structure (XYZ):
```
14
Properties=species:S:1:pos:R:3:forces:R:3
C 1.35448 -0.18419 -0.78849 1.008 -0.295 -0.722
C 0.16970 -0.09950 -0.73881 -5.848 -0.576 1.671
C 2.76800 -0.39331 -1.06756 -1.422 -3.531 0.983
C -1.36856 1.08990 0.94695 0.263 0.532 -3.974
C -1.56886 -0.19192 0.10914 4.722 2.304 -0.565
O -1.41925 -1.30532 0.86028 -1.110 -0.988 0.127
Cl -3.01703 -0.04956 -0.93468 0.784 -0.501 0.242
H 2.89246 -1.55217 -1.28349 0.056 2.435 0.282
H 3.02952 0.19038 -1.88257 1.000 0.988 -1.472
H 3.26368 -0.15886 -0.15664 1.093 0.244 0.437
H -1.44824 1.98905 0.22302 0.315 -1.321 1.736
H -1.97035 1.10774 1.75790 -3.359 0.400 2.105
H -0.48607 0.98830 1.50909 1.981 0.126 -0.313
H -2.19948 -1.43054 1.44585 0.517 0.182 -0.538
```
Forces are in eV/Å.


3.
C8H10EuO4S as an isolated structure. Source: the Open Molecules 2025 dataset; level of theory: ωB97M-V/def2-TZVPD.

Summary:
- E_HOMO (spin up / spin down): -16.2 / -16.4 eV
- Expectation value of S²: 15.7602
- Total charge: +2
- Electronic energy: -46793.0423 eV
- F_max: 3.70 eV Å⁻¹
- 2S+1: 8
- Frontier orbital gap (spin up / spin down): 7.26 / 7.70 eV

Structure (XYZ):
```
24
Properties=species:S:1:pos:R:3:forces:R:3
Eu -0.01959 0.00354 0.13908 0.355 -0.025 1.662
O -0.00456 3.58045 0.24176 -0.016 -1.483 -0.085
C -0.00833 2.45619 0.16968 0.038 3.702 0.140
C 0.00093 -2.45509 0.18328 0.045 -3.576 0.146
O 0.00839 -3.57893 0.24383 -0.019 1.384 -0.070
C 2.45662 0.00091 -0.09981 0.795 -0.014 -0.291
O 3.55746 0.00812 0.00947 1.224 0.005 0.000
C -2.44844 -0.00652 -0.02348 -2.723 -0.009 -0.123
O -3.56521 -0.00526 0.00270 0.341 -0.001 -0.027
C -0.00171 0.68910 -2.42050 -0.004 -1.408 -0.494
H -0.94099 1.29362 -2.40474 0.677 -0.669 -0.235
H 0.93545 1.29742 -2.40403 -0.694 -0.681 -0.228
C 0.00069 -0.68945 -2.42134 -0.006 1.396 -0.468
H 0.93999 -1.29493 -2.40388 -0.700 0.686 -0.230
H -0.93628 -1.29793 -2.40451 0.676 0.679 -0.237
C -0.59898 0.23882 4.54690 1.093 0.078 1.989
S -0.03956 0.14068 2.90191 -2.008 -0.061 -1.920
C 1.68979 0.11114 3.00975 1.987 -0.042 0.370
H -1.70305 0.25741 4.58538 0.707 -0.007 0.073
H -0.10729 1.16994 4.96099 -1.003 -0.979 -0.098
H -0.13650 -0.66377 5.04883 -0.980 1.004 -0.164
H 1.87880 0.15075 4.11408 0.515 -0.061 -1.089
H 2.10543 -0.82158 2.56367 -0.128 0.530 0.671
H 2.14882 0.98388 2.49167 -0.173 -0.450 0.708
```
Forces are in eV/Å.


4.
One molecule with the formula C2H6N2OS2. Source: the Open Molecules 2025 dataset; level of theory: ωB97M-V/def2-TZVPD.

Summary:
- E_HOMO: -8.9 eV
- Structure (SMILES): CN(O)C(=S)NS
- Electronic energy: -28866.1554 eV
- F_max: 4.25 eV Å⁻¹
- 2S+1: 1
- Energy above the lowest of the compared OMol25 structures with the same formula, charge and spin: 290.8 kJ/mol
- Frontier orbital gap: 8.94 eV

Structure (XYZ):
```
13
Properties=species:S:1:pos:R:3:forces:R:3
C -0.30984 2.09684 0.11717 3.559 1.733 -0.893
N -0.97955 0.79197 0.18829 -0.512 4.178 -0.586
O -2.18809 0.97634 -0.46546 -0.826 -1.813 0.584
C -0.34671 -0.33202 0.30492 0.855 -1.207 -0.345
S -1.08617 -1.80467 -0.04318 0.716 0.630 0.396
N 0.98681 -0.05184 0.79753 1.480 -3.487 1.470
S 2.41192 -0.03493 -0.32110 -2.873 -0.860 -1.137
H -0.86364 3.03438 0.38062 -0.497 -1.490 -0.579
H 0.58892 2.19855 0.82036 -1.464 -0.822 -0.876
H 0.23432 2.23237 -0.96077 -1.681 -0.301 2.354
H -2.74180 0.17817 -0.22187 0.839 0.732 -0.393
H 1.26723 -0.93203 1.35411 -0.995 1.815 -0.886
H 1.69616 -0.85842 -1.25347 1.400 0.891 0.892
```
Forces are in eV/Å.


Copy entry 4 word for word.
One molecule with the formula C2H6N2OS2. Source: the Open Molecules 2025 dataset; level of theory: ωB97M-V/def2-TZVPD.

Summary:
- E_HOMO: -8.9 eV
- Structure (SMILES): CN(O)C(=S)NS
- Electronic energy: -28866.1554 eV
- F_max: 4.25 eV Å⁻¹
- 2S+1: 1
- Energy above the lowest of the compared OMol25 structures with the same formula, charge and spin: 290.8 kJ/mol
- Frontier orbital gap: 8.94 eV

Structure (XYZ):
```
13
Properties=species:S:1:pos:R:3:forces:R:3
C -0.30984 2.09684 0.11717 3.559 1.733 -0.893
N -0.97955 0.79197 0.18829 -0.512 4.178 -0.586
O -2.18809 0.97634 -0.46546 -0.826 -1.813 0.584
C -0.34671 -0.33202 0.30492 0.855 -1.207 -0.345
S -1.08617 -1.80467 -0.04318 0.716 0.630 0.396
N 0.98681 -0.05184 0.79753 1.480 -3.487 1.470
S 2.41192 -0.03493 -0.32110 -2.873 -0.860 -1.137
H -0.86364 3.03438 0.38062 -0.497 -1.490 -0.579
H 0.58892 2.19855 0.82036 -1.464 -0.822 -0.876
H 0.23432 2.23237 -0.96077 -1.681 -0.301 2.354
H -2.74180 0.17817 -0.22187 0.839 0.732 -0.393
H 1.26723 -0.93203 1.35411 -0.995 1.815 -0.886
H 1.69616 -0.85842 -1.25347 1.400 0.891 0.892
```
Forces are in eV/Å.


Question: F_max of number 2 (C5H7ClO)?
Answer: 6.11 eV Å⁻¹


Question: Which value of electronic energy does entry 1 give?
Answer: -43675.0568 eV


Question: What is the formula in the first record?
Answer: C17H19ClN2O5